No. 1
{
  "formula": "C98H218O6P6",
  "method": "ωB97M-V/def2-TZVPD",
  "homo_ev": -11.50,
  "homo_lumo_gap_ev": 4.821,
  "total_charge": 4,
  "relative_energy_ev": 3.9891,
  "elements": ["C", "C", "C", "C", "P", "C", "C", "C", "C", "C", "C", "C", "C", "C", "C", "C", "C", "H", "H", "H", "H", "H", "H", "H", "H", "H", "H", "H", "H", "H", "H", "H", "H", "H", "H", "H", "H", "H", "H", "H", "H", "H", "H", "H", "H", "H", "H", "H", "H", "H", "H", "H", "H", "C", "C", "C", "C", "P", "C", "C", "C", "C", "C", "C", "C", "C", "C", "C", "C", "C", "H", "H", "H", "H", "H", "H", "H", "H", "H", "H", "H", "H", "H", "H", "H", "H", "H", "H", "H", "H", "H", "H", "H", "H", "H", "H", "H", "H", "H", "H", "H", "H", "H", "H", "H", "H", "C", "C", "C", "C", "P", "C", "C", "C", "C", "C", "C", "C", "C", "C", "C", "C", "C", "H", "H", "H", "H", "H", "H", "H", "H", "H", "H", "H", "H", "H", "H", "H", "H", "H", "H", "H", "H", "H", "H", "H", "H", "H", "H", "H", "H", "H", "H", "H", "H", "H", "H", "H", "H", "C", "C", "C", "C", "P", "C", "C", "C", "C", "C", "C", "C", "C", "C", "C", "C", "C", "H", "H", "H", "H", "H", "H", "H", "H", "H", "H", "H", "H", "H", "H", "H", "H", "H", "H", "H", "H", "H", "H", "H", "H", "H", "H", "H", "H", "H", "H", "H", "H", "H", "H", "H", "H", "C", "C", "C", "C", "P", "C", "C", "C", "C", "C", "C", "C", "C", "C", "C", "C", "C", "H", "H", "H", "H", "H", "H", "H", "H", "H", "H", "H", "H", "H", "H", "H", "H", "H", "H", "H", "H", "H", "H", "H", "H", "H", "H", "H", "H", "H", "H", "H", "H", "H", "H", "H", "H", "C", "C", "C", "C", "P", "C", "C", "C", "C", "C", "C", "C", "C", "C", "C", "C", "C", "H", "H", "H", "H", "H", "H", "H", "H", "H", "H", "H", "H", "H", "H", "H", "H", "H", "H", "H", "H", "H", "H", "H", "H", "H", "H", "H", "H", "H", "H", "H", "H", "H", "H", "H", "H", "O", "C", "O", "O", "H", "O", "C", "O", "O", "H"],
  "positions_angstrom": [[-5.39, 1.68, -3.00], [-3.86, 1.85, -3.33], [-3.00, 1.09, -2.35], [-1.52, 1.30, -2.42], [-0.75, 0.42, -3.93], [1.13, 0.32, -3.67], [1.87, 1.64, -3.58], [3.33, 1.40, -3.32], [4.12, 2.62, -3.08], [-1.18, 1.32, -5.43], [-0.86, 2.83, -5.41], [-1.68, 3.55, -6.57], [-1.95, 5.07, -6.35], [-1.50, -1.31, -3.90], [-1.46, -2.05, -2.55], [-2.17, -3.37, -2.51], [-1.84, -4.15, -1.15], [-6.12, 2.15, -3.66], [-5.58, 2.03, -1.99], [-5.63, 0.64, -3.19], [-3.56, 2.89, -3.21], [-3.81, 1.56, -4.38], [-3.36, 0.06, -2.42], [-3.27, 1.37, -1.33], [-1.08, 0.82, -1.54], [-1.07, 2.30, -2.45], [1.38, -0.28, -4.54], [1.27, -0.27, -2.77], [1.53, 2.38, -2.86], [1.98, 2.19, -4.52], [3.70, 0.78, -4.13], [3.30, 0.75, -2.44], [3.86, 3.43, -3.77], [5.18, 2.40, -3.11], [3.82, 3.03, -2.12], [-2.21, 1.15, -5.74], [-0.54, 0.81, -6.15], [0.20, 3.06, -5.41], [-1.34, 3.22, -4.51], [-2.69, 3.14, -6.58], [-1.19, 3.39, -7.53], [-0.94, 5.44, -6.20], [-2.54, 5.39, -5.48], [-2.40, 5.52, -7.23], [-1.08, -1.95, -4.68], [-2.53, -1.02, -4.10], [-1.83, -1.48, -1.70], [-0.44, -2.25, -2.23], [-1.74, -3.95, -3.33], [-3.26, -3.28, -2.56], [-0.77, -4.36, -1.16], [-2.41, -5.07, -1.07], [-2.03, -3.46, -0.32], [10.90, -1.83, 0.71], [11.32, -1.69, -0.77], [10.17, -2.11, -1.71], [10.60, -1.76, -3.12], [9.43, -2.24, -4.48], [9.39, -4.08, -4.24], [9.19, -5.02, -5.42], [7.85, -4.86, -6.12], [6.52, -5.31, -5.34], [7.64, -1.69, -4.26], [6.90, -2.00, -2.93], [5.39, -2.21, -3.12], [4.69, -2.14, -1.80], [10.11, -1.89, -6.13], [10.03, -0.40, -6.53], [10.31, -0.09, -7.97], [11.09, 1.25, -8.15], [10.83, -2.91, 0.83], [9.93, -1.35, 0.83], [11.66, -1.38, 1.35], [12.23, -2.27, -0.95], [11.53, -0.65, -1.01], [9.30, -1.52, -1.44], [9.91, -3.14, -1.49], [11.51, -2.28, -3.41], [10.75, -0.68, -3.23], [8.72, -4.40, -3.45], [10.40, -4.20, -3.85], [9.07, -6.00, -4.97], [9.97, -4.89, -6.17], [7.88, -5.47, -7.03], [7.70, -3.87, -6.53], [5.66, -5.29, -6.01], [6.41, -4.75, -4.41], [6.44, -6.34, -5.01], [7.05, -2.09, -5.08], [7.59, -0.63, -4.54], [7.18, -1.22, -2.21], [7.32, -2.94, -2.57], [5.25, -3.22, -3.50], [5.15, -1.46, -3.88], [5.42, -1.98, -1.00], [4.24, -3.12, -1.63], [3.92, -1.38, -1.70], [9.46, -2.45, -6.80], [11.09, -2.31, -6.34], [10.71, 0.12, -5.85], [9.03, -0.05, -6.28], [9.40, 0.00, -8.55], [10.80, -0.95, -8.43], [10.74, 2.02, -7.47], [10.80, 1.82, -9.03], [12.16, 1.05, -8.12], [-2.66, -0.80, 1.33], [-3.99, -0.81, 0.52], [-5.02, -1.85, 1.16], [-6.27, -1.96, 0.26], [-7.46, -3.16, 1.07], [-6.51, -4.69, 1.32], [-7.26, -5.90, 1.73], [-6.37, -7.13, 2.05], [-7.13, -8.42, 2.47], [-8.00, -2.48, 2.69], [-9.12, -3.33, 3.45], [-9.91, -2.42, 4.36], [-10.81, -1.50, 3.61], [-8.93, -3.70, 0.14], [-8.69, -4.09, -1.32], [-9.78, -3.43, -2.17], [-9.53, -3.54, -3.68], [-2.15, -1.75, 1.22], [-2.79, -0.59, 2.39], [-1.87, -0.16, 0.92], [-3.80, -0.98, -0.54], [-4.33, 0.23, 0.52], [-5.24, -1.61, 2.20], [-4.43, -2.76, 1.25], [-5.94, -2.23, -0.74], [-6.87, -1.05, 0.18], [-5.86, -4.44, 2.16], [-5.90, -4.93, 0.45], [-8.00, -6.19, 0.98], [-7.69, -5.70, 2.71], [-5.72, -6.98, 2.91], [-5.73, -7.49, 1.24], [-6.48, -9.30, 2.50], [-7.87, -8.70, 1.72], [-7.70, -8.33, 3.40], [-8.23, -1.50, 2.26], [-7.15, -2.51, 3.38], [-8.62, -4.09, 4.05], [-9.84, -3.83, 2.80], [-9.19, -1.91, 4.99], [-10.50, -2.88, 5.15], [-11.35, -2.05, 2.84], [-10.22, -0.81, 3.01], [-11.54, -1.04, 4.28], [-9.65, -2.88, 0.23], [-9.41, -4.55, 0.62], [-8.80, -5.18, -1.34], [-7.63, -4.01, -1.59], [-10.01, -2.39, -1.98], [-10.77, -3.87, -2.04], [-8.58, -3.13, -3.99], [-10.34, -3.31, -4.38], [-9.59, -4.63, -3.74], [-0.15, 4.77, 2.69], [0.66, 3.44, 2.47], [1.57, 3.02, 3.68], [2.93, 3.76, 3.90], [4.38, 3.12, 3.08], [4.67, 1.45, 3.76], [4.64, 1.47, 5.33], [5.37, 0.17, 5.77], [4.38, -1.04, 5.74], [5.84, 4.23, 3.48], [5.74, 5.60, 2.75], [6.79, 6.53, 3.42], [6.79, 7.92, 2.89], [4.18, 2.84, 1.26], [5.14, 1.76, 0.67], [6.64, 2.17, 0.69], [7.47, 1.29, -0.17], [-0.64, 5.00, 1.75], [0.68, 5.47, 2.84], [-0.87, 4.80, 3.51], [1.16, 3.37, 1.51], [-0.03, 2.60, 2.40], [1.82, 1.97, 3.55], [0.99, 3.02, 4.60], [3.20, 3.93, 4.94], [2.67, 4.78, 3.62], [5.66, 1.17, 3.39], [3.85, 0.79, 3.48], [3.59, 1.50, 5.64], [5.11, 2.38, 5.72], [5.58, 0.24, 6.84], [6.37, 0.08, 5.36], [4.85, -1.93, 6.14], [3.81, -1.18, 4.82], [3.71, -0.87, 6.59], [6.75, 3.72, 3.17], [5.82, 4.29, 4.57], [4.72, 5.98, 2.91], [5.81, 5.58, 1.67], [7.73, 5.99, 3.50], [6.59, 6.66, 4.48], [7.57, 8.55, 3.33], [5.75, 8.25, 2.93], [6.98, 7.93, 1.81], [4.31, 3.82, 0.79], [3.17, 2.44, 1.20], [4.89, 1.47, -0.35], [5.00, 0.84, 1.24], [7.05, 2.12, 1.71], [6.68, 3.21, 0.38], [7.18, 1.25, -1.22], [7.55, 0.34, 0.35], [8.47, 1.72, -0.08], [-11.29, 6.75, -2.08], [-9.81, 6.47, -1.78], [-9.59, 6.03, -0.40], [-8.21, 5.49, -0.19], [-7.68, 5.31, 1.53], [-6.19, 4.23, 1.65], [-5.02, 4.64, 0.78], [-3.86, 3.60, 1.01], [-2.76, 3.82, -0.03], [-9.08, 4.61, 2.57], [-8.71, 4.23, 4.03], [-9.80, 3.37, 4.88], [-10.03, 1.90, 4.43], [-7.36, 7.01, 2.29], [-6.46, 7.99, 1.60], [-7.08, 8.87, 0.51], [-6.21, 9.85, -0.21], [-11.39, 7.15, -3.09], [-11.76, 7.49, -1.43], [-11.80, 5.78, -2.07], [-9.14, 7.30, -2.03], [-9.42, 5.62, -2.34], [-10.34, 5.34, -0.01], [-9.80, 6.87, 0.26], [-7.42, 6.05, -0.70], [-8.10, 4.44, -0.47], [-6.41, 3.19, 1.39], [-5.78, 4.23, 2.66], [-4.62, 5.61, 1.10], [-5.35, 4.68, -0.26], [-4.36, 2.65, 0.81], [-3.56, 3.48, 2.05], [-3.30, 3.63, -0.95], [-1.98, 3.06, -0.03], [-2.34, 4.82, -0.14], [-9.32, 3.77, 1.91], [-9.96, 5.25, 2.48], [-8.62, 5.12, 4.64], [-7.77, 3.69, 4.12], [-10.80, 3.79, 4.87], [-9.32, 3.23, 5.85], [-9.06, 1.41, 4.42], [-10.61, 1.87, 3.50], [-10.59, 1.22, 5.07], [-6.92, 6.83, 3.27], [-8.31, 7.48, 2.54], [-5.60, 7.46, 1.18], [-6.13, 8.65, 2.40], [-7.89, 9.42, 0.97], [-7.55, 8.22, -0.23], [-5.65, 10.49, 0.47], [-6.86, 10.43, -0.88], [-5.51, 9.27, -0.82], [7.31, -4.24, 2.37], [6.09, -3.28, 2.14], [4.75, -3.96, 2.09], [3.53, -3.02, 2.15], [1.83, -3.79, 2.30], [0.54, -2.56, 2.74], [1.04, -1.78, 4.00], [0.21, -0.61, 4.35], [0.64, 0.02, 5.69], [1.30, -4.44, 0.72], [2.42, -5.31, -0.01], [1.83, -6.10, -1.11], [2.85, -7.01, -1.85], [1.97, -5.16, 3.58], [0.64, -5.89, 4.00], [0.82, -7.26, 4.67], [0.98, -8.44, 3.77], [8.33, -3.86, 2.22], [7.16, -5.13, 1.77], [7.27, -4.66, 3.37], [6.25, -2.77, 1.19], [6.10, -2.50, 2.90], [4.69, -4.68, 2.91], [4.84, -4.66, 1.26], [3.63, -2.23, 1.41], [3.73, -2.51, 3.09], [-0.43, -3.05, 2.81], [0.41, -1.94, 1.86], [2.07, -1.47, 3.84], [0.97, -2.43, 4.87], [-0.87, -0.78, 4.36], [0.27, 0.15, 3.57], [1.46, 0.74, 5.69], [0.91, -0.80, 6.36], [-0.20, 0.55, 6.15], [0.79, -3.58, 0.29], [0.48, -5.08, 1.03], [2.88, -5.98, 0.71], [3.25, -4.75, -0.44], [1.39, -5.38, -1.80], [1.05, -6.67, -0.61], [2.33, -7.67, -2.54], [3.43, -7.64, -1.17], [3.62, -6.41, -2.34], [2.60, -4.83, 4.42], [2.63, -5.92, 3.16], [-0.03, -6.04, 3.15], [-0.03, -5.29, 4.62], [0.00, -7.36, 5.39], [1.73, -7.20, 5.27], [1.72, -8.28, 2.98], [0.06, -8.79, 3.31], [1.32, -9.34, 4.27], [1.75, 6.43, -0.68], [2.66, 6.70, 0.21], [2.85, 5.78, 1.02], [3.22, 7.81, 0.34], [1.76, 5.61, -0.18], [0.99, 0.88, -0.18], [1.68, 0.00, 0.45], [1.72, -1.11, -0.11], [2.24, 0.14, 1.57], [0.98, 0.09, -0.72]],
  "mulliken_charge": [-1.562, -0.378, 0.784, -0.236, 0.264, -0.035, -0.766, 0.352, -1.601, -1.036, -0.290, -0.586, -1.336, -1.602, 1.218, -0.819, 0.029, 0.463, 0.202, 0.372, 0.450, 0.070, 0.329, -0.428, -1.151, 1.197, 1.004, -0.613, 0.387, 0.439, 0.319, -0.282, 0.525, 0.327, 0.285, 0.768, 0.612, 0.413, 0.016, 0.324, 0.408, 0.346, 0.312, 0.406, 0.770, 0.449, -0.642, -0.104, 0.475, 0.241, -0.438, 0.526, -0.139, -1.122, -0.705, 0.344, -1.420, 0.781, -1.010, -0.934, -0.490, -1.100, -1.279, 0.258, -0.815, 0.886, -0.870, -0.598, -0.616, -1.309, 0.323, 0.156, 0.426, 0.433, 0.423, -0.418, 0.397, 0.604, 0.612, 0.532, 0.502, 0.422, 0.339, 0.504, 0.277, 0.439, -0.050, 0.438, 0.694, 0.777, -0.215, 0.311, 0.050, 0.433, -0.141, -0.335, -0.531, 0.539, 0.648, 0.331, 0.141, 0.393, 0.405, 0.366, 0.381, 0.319, -1.689, 1.118, -0.986, -0.688, 0.505, -0.921, -0.350, -0.594, -1.400, -0.770, -0.499, -0.815, -1.005, -1.110, -0.691, -0.733, -1.341, -0.064, 0.807, 0.326, -0.365, -0.355, 0.464, 0.366, 0.463, 0.552, 0.586, 0.555, 0.317, -0.080, 0.350, 0.425, 0.394, 0.343, 0.354, 0.340, 0.595, 0.362, 0.358, 0.330, 0.417, 0.355, 0.115, 0.361, 0.667, 0.699, 0.408, 0.530, 0.456, 0.378, 0.278, 0.397, 0.320, -1.210, 0.303, 0.334, -1.234, 0.388, 0.220, -0.433, -1.130, -0.795, -1.297, -0.194, -0.608, -1.402, 0.628, 0.502, -0.491, -1.474, 0.136, 0.447, 0.309, -0.249, 0.177, -1.286, 0.916, 0.618, 0.758, 1.111, -1.326, 0.031, 0.628, 0.401, 0.425, 0.474, 0.084, 0.403, 0.658, 0.746, 0.302, 0.328, 0.428, 0.303, 0.387, 0.369, 0.337, 1.081, -1.531, 0.212, -0.282, 0.138, 0.415, 0.262, 0.196, 0.493, -1.340, -0.541, -1.190, -1.110, 0.964, -0.942, -0.776, 0.454, -1.064, -1.005, -0.737, -0.851, -1.197, -1.089, -0.274, -0.020, -1.435, 0.391, 0.353, 0.330, 0.402, 0.347, 0.619, 0.470, 0.588, 0.769, 0.453, 0.567, 0.191, 0.426, -0.478, 0.590, 0.127, -0.074, 0.665, 0.551, 0.650, 0.355, 0.337, 0.377, 0.410, 0.266, 0.349, 0.494, 0.566, 0.678, -0.246, 0.513, 0.338, -0.139, 0.344, 0.408, 0.320, -1.556, 0.396, -0.817, 0.609, 0.079, 0.292, -0.528, 0.481, -1.310, -0.095, -0.056, -0.257, -1.424, -0.910, -0.639, -0.627, -1.226, 0.342, 0.374, 0.388, -0.256, 0.257, 0.407, 0.254, -0.450, -0.500, 1.174, -0.753, -1.076, 0.905, 0.426, -0.311, -0.120, 0.452, 0.448, -0.245, 0.874, 0.650, -0.621, 0.110, 0.457, 0.412, 0.351, 0.266, 0.836, 0.800, 0.348, 0.346, 0.390, 0.294, 0.271, 0.311, 0.406, -0.572, 0.656, -0.521, -0.789, 0.325, 0.378, 0.407, -0.749, 0.012, -0.735]
}

No. 2
{
  "formula": "C10H15EuO6S",
  "method": "ωB97M-V/def2-TZVPD",
  "homo_ev": [-11.29, -13.74],
  "homo_lumo_gap_ev": [4.733, 2.314],
  "total_charge": 2,
  "multiplicity": 7,
  "elements": ["O", "C", "O", "C", "C", "C", "C", "O", "O", "C", "O", "C", "O", "C", "C", "C", "S", "H", "H", "H", "H", "H", "H", "H", "H", "H", "H", "H", "H", "H", "H", "H", "Eu"],
  "positions_angstrom": [[-2.13, 2.02, 1.65], [-1.99, 1.44, 0.56], [-2.88, 1.82, -0.37], [-0.94, 0.32, 0.22], [0.40, 0.16, 1.09], [0.92, 1.36, 1.95], [2.50, 1.45, 2.12], [3.10, 0.22, 2.47], [1.31, -0.55, 0.28], [1.30, 0.13, -0.96], [2.16, 0.50, -1.62], [-0.28, 0.32, -1.21], [-0.32, 1.72, -1.61], [-0.95, -0.50, -2.37], [-0.74, -2.05, -2.28], [-1.57, -2.77, -1.13], [-0.39, -3.48, 0.10], [-1.51, -0.61, 0.51], [0.12, -0.62, 1.84], [0.46, 1.21, 3.01], [0.47, 2.31, 1.51], [2.94, 1.90, 1.18], [2.78, 2.17, 2.96], [3.95, 0.21, 1.99], [-0.32, 1.80, -2.58], [-0.44, -0.16, -3.32], [-2.03, -0.20, -2.47], [-1.05, -2.51, -3.26], [0.35, -2.30, -2.18], [-2.11, -3.63, -1.62], [-2.37, -2.12, -0.69], [-0.72, -3.06, 1.36], [-0.04, 3.50, 2.88]],
  "nbo_charge": [-0.618, 0.765, -0.104, -0.369, 0.112, -0.490, -0.079, -0.700, -0.516, 0.779, -0.431, 0.159, -0.722, -0.435, -0.422, -0.590, 0.692, 0.243, 0.204, 0.213, 0.129, 0.209, 0.189, 0.499, 0.504, 0.262, 0.251, 0.277, 0.237, 0.320, 0.271, 0.168, 0.995]
}